No. 1
Computed, not measured: one molecule with the formula C4H7Cl2NO at a distorted geometry, with ωB97M-V/def2-TZVPD.

Each line ends with the natural charge from an NBO analysis.
Geometry (Å):
C1 -0.443 -0.237 -1.335  -0.657
C2 -0.432 -0.309 0.195  0.039
C3 -1.154 0.931 0.732  -0.662
Cl1 -1.088 -1.812 0.847  -0.006
C4 1.225 -0.254 0.776  -0.138
Cl2 1.904 1.407 0.663  -0.047
N1 1.813 -1.249 -0.011  0.117
O1 2.501 -0.999 -0.997  -0.270
H1 -1.505 -0.143 -1.896  0.234
H2 0.025 0.672 -1.565  0.228
H3 0.178 -1.006 -1.704  0.229
H4 -2.077 0.854 0.141  0.227
H5 -1.308 0.798 1.785  0.222
H6 -0.709 1.990 0.649  0.252
H7 1.069 -0.641 1.721  0.232

As for the max |F|: 0.0783 hartree/bohr. The LUMO energy is -0.578 eV. Its net charge is 0. The HOMO energy comes out at -9.49 eV. Its total energy is -32840.63415 eV. The value obtained for the energy above the lowest of the compared OMol25 structures with the same formula, charge and spin is 257.7 kJ/mol.



No. 2
Computed, not measured: C4H7Cl2P as an isolated structure at a distorted geometry, with ωB97M-V/def2-TZVPD.

Each line ends with the natural charge from an NBO analysis.
Geometry (Å):
C1 0.329 1.657 -1.482  -0.664
C2 -0.592 0.490 -0.960  -0.173
C3 -0.268 -0.754 -1.181  -0.412
C4 0.426 -1.361 2.375  -0.525
P1 -1.177 -1.661 2.444  0.481
Cl1 1.372 -2.649 1.792  0.061
Cl2 1.414 0.113 2.746  0.018
H1 -0.141 2.124 -2.423  0.213
H2 0.320 2.594 -0.868  0.220
H3 -1.451 0.938 -0.438  0.202
H4 0.604 -0.972 -1.774  0.194
H5 -0.857 -1.604 -0.915  0.200
H6 -1.369 -0.281 2.526  -0.033
H7 1.390 1.365 -1.844  0.218

As for the max |F|: 0.0726 hartree/bohr. The LUMO energy is -0.354 eV. Its net charge is 0. The HOMO energy comes out at -9.35 eV. Its total energy is -38592.30041 eV. The value obtained for the energy above the lowest of the compared OMol25 structures with the same formula, charge and spin is 303.2 kJ/mol.